# C49H60BMnN6O2S2Sb

A structure of composition C49H60BMnN6O2S2Sb (wB97M-V/def2-TZVPD, OMol25).

```
122
C49H60BMnN6O2S2Sb wB97M-V/def2-TZVPD
Mn 0.8638 -0.8452 -0.5916
C -0.0034 -5.4457 -3.4709
C -0.4988 -4.4961 -2.4316
C -1.6628 -4.5360 -1.6982
C -1.6144 -3.4017 -0.8682
N -0.5022 -2.7185 -1.0920
N 0.1844 -3.3977 -2.0532
B 1.5588 -2.9184 -2.5458
N 1.3718 -1.5145 -3.2036
N 0.4156 -0.6637 -2.7251
C 0.3998 0.3995 -3.5219
C 1.3599 0.2494 -4.5270
C 1.9633 -0.9713 -4.2827
C 3.0735 -1.6209 -5.0352
C -0.5764 1.5312 -3.3019
C -1.0944 2.0182 -4.6589
C 0.1287 2.6875 -2.5828
C -1.7651 1.0501 -2.4659
N 2.5242 -2.9086 -1.3138
N 2.0527 -2.6361 -0.0588
C 3.0490 -2.8559 0.7896
C 4.1880 -3.2672 0.0898
C 3.8189 -3.2725 -1.2438
C 4.6605 -3.6002 -2.4294
C 2.8757 -2.6825 2.2794
C 3.4495 -3.9100 2.9949
C 3.6273 -1.4257 2.7276
C 1.3956 -2.5368 2.6377
C -2.6503 -3.0000 0.1496
C -2.8248 -4.1379 1.1623
C -2.2211 -1.7451 0.8910
C -3.9831 -2.7315 -0.5600
H -0.7245 -6.2510 -3.6000
H 0.9540 -5.8826 -3.1855
H 0.1335 -4.9477 -4.4313
H -2.4337 -5.2867 -1.7539
H 1.9911 -3.6718 -3.3654
H 1.5847 0.9196 -5.3397
H 3.1409 -1.1899 -6.0327
H 2.9267 -2.6959 -5.1273
H 4.0258 -1.4505 -4.5311
H -0.2815 2.3880 -5.2860
H -1.8033 2.8367 -4.5128
H -1.6014 1.2142 -5.1961
H 0.9575 3.0679 -3.1834
H 0.5335 2.3665 -1.6217
H -0.5772 3.5061 -2.4102
H -2.2508 0.1916 -2.9342
H -2.4954 1.8568 -2.3659
H -1.4526 0.7574 -1.4618
H 5.1539 -3.5317 0.4863
H 5.5094 -4.2067 -2.1181
H 5.0496 -2.6868 -2.8818
H 4.1013 -4.1424 -3.1895
H 4.5103 -4.0362 2.7744
H 2.9284 -4.8197 2.6904
H 3.3423 -3.7951 4.0760
H 4.6928 -1.5015 2.5043
H 3.5058 -1.2690 3.8025
H 3.2368 -0.5573 2.1975
H 0.8131 -3.3887 2.2813
H 0.9733 -1.6283 2.2003
H 1.2894 -2.4658 3.7237
H -1.8854 -4.3350 1.6830
H -3.1387 -5.0602 0.6712
H -3.5813 -3.8695 1.9046
H -1.2662 -1.8889 1.4004
H -2.9673 -1.4982 1.6492
H -2.1195 -0.9017 0.2023
H -4.3288 -3.6139 -1.1007
H -3.8782 -1.9143 -1.2776
H -4.7508 -2.4588 0.1705
S 0.2469 1.0428 1.0464
Sb -1.7262 1.8023 1.8854
C -3.3224 2.1314 0.5556
C -4.2792 1.1563 0.2941
C -5.2632 1.3957 -0.6550
C -5.2908 2.6035 -1.3378
C -4.3360 3.5767 -1.0764
C -3.3465 3.3413 -0.1334
C -1.3039 3.7157 2.6357
C 0.0252 4.1032 2.7555
C 0.3320 5.3757 3.2209
C -0.6944 6.2464 3.5609
C -2.0230 5.8580 3.4402
C -2.3340 4.5897 2.9732
C -2.4480 0.5482 3.4095
C -1.5548 -0.3293 4.0130
C -2.0104 -1.2055 4.9866
C -3.3506 -1.2046 5.3501
C -4.2389 -0.3220 4.7512
C -3.7887 0.5607 3.7787
H -4.2568 0.2076 0.8153
H -6.0037 0.6346 -0.8648
H -6.0573 2.7857 -2.0797
H -4.3551 4.5161 -1.6136
H -2.5953 4.0990 0.0575
H 0.8163 3.4245 2.4585
H 1.3653 5.6907 3.2921
H -0.4551 7.2405 3.9165
H -2.8174 6.5439 3.7051
H -3.3721 4.2932 2.8716
H -0.5152 -0.3441 3.7040
H -1.3202 -1.8956 5.4546
H -3.7047 -1.8954 6.1044
H -5.2825 -0.3220 5.0385
H -4.4868 1.2447 3.3090
O 3.5741 7.0723 0.4243
C 3.5015 6.0066 1.2545
O 3.4930 6.2007 2.4437
C 3.4244 4.6582 0.6368
C 3.4298 3.5524 1.4897
C 3.3123 2.2711 0.9932
C 3.1746 2.0290 -0.3803
S 3.0028 0.4281 -1.0729
C 3.2118 3.1409 -1.2306
C 3.3285 4.4256 -0.7346
H 3.5950 6.7765 -0.4916
H 3.5361 3.7259 2.5532
H 3.3229 1.4332 1.6738
H 3.1292 2.9771 -2.2973
H 3.3296 5.2376 -1.4559
```

As for the expectation value of S²: 8.7551. The value obtained for the energy relative to the best compared isomer or geometry (same formula, charge and spin) is 0.0 kJ/mol. The spin multiplicity is 6. The calculation puts the LUMO energy (alpha / beta) at 0.08 / 0.03 eV. As for the HOMO energy (alpha / beta): -6.86 / -7.15 eV.

Here are the Löwdin charges for atoms 1 to 4, given in e:
1. Mn 0.54
2. C -0.02
3. C -0.26
4. C 0.03



# C49H60Cl2N3O4Rh

A structure of composition C49H60Cl2N3O4Rh (wB97M-V/def2-TZVPD, OMol25).

```
119
C49H60Cl2N3O4Rh wB97M-V/def2-TZVPD
Rh 0.0828 1.5461 -2.7399
C 0.4452 -1.3799 -4.6329
O 0.3329 -0.7897 -3.3335
C 0.0567 -1.7216 -2.3266
C 1.1109 -2.1765 -1.5467
C 2.5158 -1.6665 -1.7470
C 2.9907 -0.4997 -0.9100
C 4.3153 -0.4237 -0.6026
C 4.8849 0.6697 0.0906
C 4.0418 1.7206 0.4928
C 2.7063 1.7383 0.1994
C 1.9177 2.9813 0.5382
C 0.4795 2.8148 0.9686
C 0.1840 2.4965 2.2826
C -1.1282 2.3694 2.7399
C -2.1418 2.5149 1.8066
C -1.8896 2.8265 0.4701
C -3.0420 2.8305 -0.5132
C -3.5144 1.4109 -0.7482
C -4.5895 0.8831 -0.0491
C -5.0167 -0.4348 -0.2083
C -4.3136 -1.2088 -1.1212
C -3.2296 -0.7113 -1.8400
C -2.4549 -1.5812 -2.8057
C -1.2402 -2.1707 -2.1168
C -1.4359 -3.1618 -1.1622
C -0.4011 -3.6973 -0.4063
C 0.8691 -3.1676 -0.6038
C -0.6918 -4.8230 0.5852
C 0.5808 -5.3336 1.2632
C -1.3422 -5.9968 -0.1600
C -1.6512 -4.3099 1.6674
C -2.8143 0.6023 -1.6485
O -1.7852 1.0737 -2.3483
C -6.2233 -0.9526 0.5793
C -7.4674 -0.1266 0.2181
C -5.9488 -0.8209 2.0834
C -6.5206 -2.4210 0.2723
C -0.5760 3.0304 0.0852
O -0.2773 3.4500 -1.2133
C -0.4626 4.8518 -1.4092
C -1.3956 2.1059 4.2203
C -2.8906 2.0194 4.5289
C -0.7359 0.7848 4.6373
C -0.8007 3.2554 5.0486
C 2.1154 0.6085 -0.5164
O 0.8969 0.5819 -0.7714
C 6.3840 0.7095 0.3119
C 6.8428 -0.5762 1.0141
C 6.8203 1.9106 1.1528
C 7.0548 0.8102 -1.0708
H 1.1883 -2.1784 -4.6186
H 0.7691 -0.5948 -5.3122
H -0.5151 -1.7832 -4.9561
H 2.6408 -1.3813 -2.7940
H 3.2080 -2.4877 -1.5584
H 4.9563 -1.2437 -0.9095
H 4.4585 2.5691 1.0145
H 1.9525 3.6409 -0.3327
H 2.4662 3.4948 1.3264
H 1.0143 2.3393 2.9660
H -3.1739 2.3531 2.0945
H -2.7321 3.2724 -1.4577
H -3.8703 3.4171 -0.1118
H -5.1121 1.5350 0.6482
H -4.6056 -2.2398 -1.2967
H -2.1562 -0.9863 -3.6662
H -3.1010 -2.3901 -3.1512
H -2.4542 -3.5004 -0.9943
H 1.7089 -3.5195 -0.0153
H 1.3085 -5.6925 0.5306
H 0.3296 -6.1682 1.9209
H 1.0535 -4.5594 1.8731
H -0.6826 -6.3602 -0.9519
H -2.2913 -5.7108 -0.6162
H -1.5335 -6.8214 0.5320
H -1.2102 -3.4647 2.2022
H -1.8668 -5.1016 2.3908
H -2.5987 -3.9754 1.2376
H -7.3375 0.9265 0.4774
H -8.3448 -0.5017 0.7549
H -7.6671 -0.1869 -0.8544
H -5.7847 0.2205 2.3703
H -5.0593 -1.3920 2.3625
H -6.7977 -1.1992 2.6614
H -6.7465 -2.5719 -0.7860
H -7.3913 -2.7442 0.8483
H -5.6805 -3.0667 0.5441
H 0.1427 5.4145 -0.6962
H -1.5113 5.1251 -1.2836
H -0.1398 5.0752 -2.4239
H -3.3624 1.1806 4.0096
H -3.4112 2.9385 4.2493
H -3.0299 1.8691 5.6019
H -1.1326 -0.0490 4.0521
H -0.9272 0.5856 5.6954
H 0.3468 0.8143 4.4921
H -1.2562 4.2086 4.7688
H 0.2776 3.3403 4.9014
H -0.9848 3.0848 6.1129
H 6.3618 -0.6811 1.9895
H 7.9229 -0.5400 1.1679
H 6.6194 -1.4696 0.4282
H 6.3560 1.8958 2.1430
H 6.5753 2.8566 0.6671
H 7.9019 1.8704 1.2928
H 6.8793 -0.0889 -1.6682
H 8.1336 0.9281 -0.9467
H 6.6770 1.6749 -1.6227
Cl 3.7103 0.5143 -4.3427
C 4.9807 -0.6835 -4.5722
Cl 4.3954 -2.1360 -5.4043
H 5.3397 -0.9779 -3.5938
H 5.7686 -0.2393 -5.1645
N 5.0904 4.8699 -1.2761
C 4.3714 4.4308 -2.0740
N 3.6068 3.9995 -3.0473
C 2.6069 3.2406 -3.1089
N 1.7019 2.5554 -3.4238
```

As for the expectation value of S²: 6.0393. The value obtained for the energy relative to the best compared isomer or geometry (same formula, charge and spin) is 0.0 kJ/mol. The spin multiplicity is 5. The calculation puts the LUMO energy (alpha / beta) at 0.34 / -2.33 eV. As for the HOMO energy (alpha / beta): -7.41 / -7.46 eV.

Here are the Löwdin charges for atoms 1 to 4, given in e:
1. Rh 1.22
2. C -0.05
3. O -0.24
4. C -0.20



# C49H63ClFN2O21PS

A structure of composition C49H63ClFN2O21PS in a non-equilibrium geometry (wB97M-V/def2-TZVPD, OMol25).

```
139
C49H63ClFN2O21PS wB97M-V/def2-TZVPD
O -0.6107 -1.9029 -1.6015
P 0.2404 -2.8850 -2.3216
O 1.8519 -2.4043 -2.3968
O -0.2489 -3.0459 -3.9427
C 0.0651 -4.6023 -1.5985
C 0.9729 -5.0382 -0.5205
Cl 2.2336 -3.9883 0.1936
C 0.8417 -6.4436 0.0178
F 1.7269 -6.8567 1.0022
C -0.1634 -7.4047 -0.4632
C -0.1058 -8.8426 0.2020
C 1.1937 -9.5207 -0.4241
C 1.0611 -9.8916 -1.8711
C 2.2166 -10.4918 -2.5628
C 3.4679 -10.6939 -1.8089
C 3.6175 -10.3613 -0.3665
C 2.4402 -9.7528 0.3317
C -1.1457 -7.0397 -1.5399
N -2.1366 -7.8257 -2.0879
S -2.8259 -6.7597 -3.1928
N -1.9175 -5.3546 -3.0655
C -0.9759 -5.6022 -2.0659
H 2.3294 -3.0695 -2.9409
H 0.0180 -3.9512 -4.2084
H -0.9661 -9.4639 -0.1939
H -0.0790 -8.8024 1.3215
H 0.0930 -9.7037 -2.4375
H 2.0781 -10.7348 -3.6537
H 4.3570 -11.1282 -2.3335
H 4.5965 -10.5462 0.1562
H 2.5379 -9.4693 1.4149
O 3.1498 -1.9326 5.0223
C 2.2469 -1.5040 4.3597
O 1.1919 -0.8152 4.8731
C 0.2435 -0.5461 3.8274
C 1.0337 -0.6319 2.5399
C 2.0806 -1.6789 2.8704
H -0.5523 -1.2952 3.8780
H -0.1914 0.4421 3.9739
H 0.4198 -0.8816 1.6736
H 1.5230 0.3255 2.3407
H 1.7219 -2.6900 2.6689
H 3.0167 -1.4908 2.3467
O 8.1063 -5.5106 -2.4942
C 7.2565 -4.9926 -1.8274
O 5.9420 -5.3427 -1.8692
C 5.1831 -4.4572 -1.0341
C 6.1810 -3.8850 -0.0490
C 7.4592 -3.8460 -0.8669
H 4.7312 -3.6846 -1.6643
H 4.3931 -5.0127 -0.5362
H 5.8843 -2.9143 0.3498
H 6.3052 -4.5710 0.7932
H 7.5514 -2.9182 -1.4354
H 8.3395 -4.0056 -0.2472
O -0.0819 2.4155 5.4045
C -0.6794 2.0176 6.3707
O -1.8239 2.5802 6.8321
C -2.2160 1.9370 8.0582
C -1.5393 0.5836 8.0279
C -0.2604 0.8757 7.2629
H -1.8795 2.5517 8.8973
H -3.2964 1.8513 8.0970
H -1.3721 0.1640 9.0200
H -2.1514 -0.1243 7.4619
H 0.5407 1.2146 7.9232
H 0.0625 0.0162 6.6755
O 0.0917 7.1498 0.5191
C -0.1883 6.4188 1.4307
O -0.2061 5.0651 1.3372
C -0.6869 4.5060 2.5709
C -0.4435 5.5731 3.6132
C -0.6105 6.8518 2.8126
H -1.7487 4.2711 2.4563
H -0.1444 3.5878 2.7936
H -1.1140 5.4987 4.4692
H 0.5829 5.5022 3.9828
H -1.6521 7.1796 2.7797
H 0.0320 7.6481 3.1851
O -4.5296 2.8390 9.4265
C -4.8242 3.8856 8.9165
O -5.3873 3.9922 7.6863
C -5.5084 5.3778 7.3323
C -5.4891 6.1273 8.6475
C -4.5898 5.2550 9.5042
H -4.6675 5.6470 6.6874
H -6.4372 5.5355 6.7844
H -5.1422 7.1563 8.5515
H -6.4946 6.1500 9.0763
H -3.5359 5.5167 9.3870
H -4.8785 5.2856 10.5533
O -3.5875 12.9221 1.0277
C -2.8356 12.0053 0.8438
O -2.1708 11.3606 1.8417
C -1.2767 10.3929 1.2713
C -1.8290 10.1001 -0.1045
C -2.4498 11.4283 -0.4968
H -0.2732 10.8261 1.2328
H -1.2528 9.5024 1.8986
H -1.0739 9.7456 -0.8033
H -2.6092 9.3365 -0.0357
H -1.7258 12.0914 -0.9746
H -3.3232 11.2936 -1.1315
O -0.3705 -9.2021 -4.5177
C -0.4620 -8.9577 -5.6899
O -0.6454 -9.9024 -6.6459
C -0.6011 -9.2885 -7.9428
C -0.9259 -7.8294 -7.7034
C -0.3467 -7.5917 -6.3210
H 0.3994 -9.4290 -8.3604
H -1.3273 -9.7675 -8.5992
H -0.5224 -7.1671 -8.4695
H -2.0102 -7.6904 -7.6757
H 0.7071 -7.3075 -6.3633
H -0.9218 -6.8530 -5.7641
O 1.0585 1.6197 -8.5865
C 0.7098 1.0109 -7.6144
O 0.0743 -0.1924 -7.6599
C -0.2949 -0.5874 -6.3292
C 0.6261 0.1757 -5.4170
C 0.8599 1.4648 -6.1816
H -1.3454 -0.3301 -6.1682
H -0.1745 -1.6645 -6.2205
H 0.2104 0.3239 -4.4199
H 1.5713 -0.3650 -5.3133
H 0.0946 2.2124 -5.9630
H 1.8539 1.8691 -5.9997
O -2.5139 10.6511 -4.0009
C -1.7621 9.7345 -4.1823
O -1.0984 9.0928 -3.1843
C -0.2026 8.1241 -3.7495
C -0.7550 7.8282 -5.1280
C -1.3759 9.1562 -5.5214
H 0.8004 8.5578 -3.7874
H -0.1790 7.2358 -3.1184
H 0.0017 7.4720 -5.8275
H -1.5351 7.0651 -5.0588
H -0.6519 9.8193 -5.9995
H -2.2498 9.0208 -6.1560
```

The calculation puts the LUMO energy at -2.11 eV. As for the HOMO energy: -8.87 eV.

Here are the Löwdin charges for atoms 1 to 4, given in e:
1. O -0.28
2. P 0.57
3. O -0.20
4. O -0.18